{
  "formula": "C26H25ClInN2PSe",
  "method": "the ωB97M-V functional and the def2-TZVPD basis",
  "e_above_lowest_ev": 0.000,
  "charge": 2,
  "symbols": ["In", "Cl", "P", "C", "C", "C", "C", "C", "C", "C", "C", "C", "C", "C", "C", "C", "C", "C", "C", "C", "C", "H", "H", "H", "H", "H", "H", "H", "H", "H", "H", "H", "H", "H", "H", "H", "H", "H", "C", "N", "C", "Se", "N", "C", "C", "C", "C", "C", "C", "H", "H", "H", "H", "H", "H", "H", "H"],
  "positions_angstrom": [[-0.459, -0.794, 0.052], [0.143, 0.877, 1.642], [-0.001, 0.050, -2.288], [-1.378, -0.791, -3.140], [-1.148, -1.612, -4.254], [-2.231, -2.193, -4.913], [-3.524, -2.041, -4.404], [-3.739, -1.339, -3.215], [-2.665, -0.729, -2.572], [-0.198, 1.850, -2.644], [0.634, 2.771, -1.976], [0.446, 4.143, -2.150], [-0.585, 4.612, -2.972], [-1.406, 3.705, -3.649], [-1.198, 2.329, -3.509], [1.557, -0.391, -3.114], [2.608, -0.986, -2.390], [3.847, -1.182, -2.998], [4.025, -0.851, -4.345], [2.967, -0.317, -5.088], [1.739, -0.069, -4.470], [1.415, 2.395, -1.311], [1.107, 4.849, -1.645], [-0.744, 5.685, -3.086], [-2.209, 4.067, -4.292], [-1.817, 1.620, -4.061], [-0.129, -1.790, -4.593], [-2.067, -2.759, -5.830], [-4.373, -2.483, -4.924], [-4.741, -1.252, -2.792], [-2.815, -0.224, -1.611], [2.425, -1.286, -1.354], [4.676, -1.591, -2.418], [4.996, -1.014, -4.811], [3.097, -0.088, -6.147], [0.922, 0.368, -5.046], [-0.155, -5.971, -5.551], [0.594, -5.934, -5.516], [2.515, -1.407, 3.187], [1.170, -1.872, 3.459], [0.301, -2.402, 2.560], [0.762, -2.924, 0.792], [-0.906, -2.475, 3.201], [-0.789, -2.030, 4.522], [-1.749, -1.755, 5.485], [-1.285, -1.177, 6.681], [0.067, -0.810, 6.860], [1.000, -1.026, 5.834], [0.535, -1.664, 4.687], [2.857, -1.820, 2.235], [3.159, -1.755, 4.001], [2.534, -0.310, 3.145], [-1.744, -2.837, 2.754], [-2.796, -1.995, 5.287], [-1.976, -0.998, 7.507], [0.366, -0.352, 7.811], [2.044, -0.721, 5.898]],
  "forces_ev_per_a": [[1.68, 0.76, 0.27], [-0.61, -0.62, -0.45], [-0.54, 0.88, -2.07], [0.07, -0.79, 0.32], [-0.17, 0.38, 0.06], [-0.22, 0.00, 0.12], [0.16, 0.12, -0.05], [0.06, 0.08, 0.13], [0.33, -0.14, -0.25], [-0.19, 0.30, 0.52], [-0.20, -0.24, 0.00], [0.03, -0.19, -0.11], [0.03, -0.32, 0.05], [0.25, -0.08, -0.01], [-0.05, -0.26, 0.26], [0.58, -0.53, 0.51], [-0.39, 0.24, -0.20], [-0.05, -0.04, -0.05], [-0.15, 0.01, 0.22], [-0.10, -0.07, 0.26], [-0.02, 0.12, 0.03], [-0.14, 0.24, -0.14], [-0.23, -0.23, -0.12], [0.04, -0.32, 0.03], [0.30, -0.14, 0.16], [0.04, 0.27, 0.18], [-0.31, 0.13, -0.10], [-0.03, 0.06, 0.33], [0.23, 0.07, 0.11], [0.30, -0.10, -0.15], [-0.15, 0.21, -0.31], [0.32, 0.15, -0.23], [-0.27, 0.06, -0.22], [-0.28, 0.05, 0.09], [-0.05, -0.04, 0.37], [0.24, 0.00, 0.14], [0.30, 0.02, 0.02], [-0.30, -0.01, -0.02], [0.52, -0.07, 0.03], [-0.56, -0.56, -0.76], [0.04, 0.75, 2.28], [-1.03, 0.21, 0.15], [0.54, -0.39, -0.93], [-0.29, 0.37, -0.36], [0.06, 0.02, 0.73], [-0.23, -0.29, -0.51], [0.29, -0.28, -0.54], [-0.21, 0.05, 0.55], [0.10, 0.46, -0.33], [-0.01, 0.11, 0.30], [0.01, 0.07, -0.28], [-0.09, -0.29, 0.02], [0.31, -0.05, 0.33], [0.29, 0.11, 0.36], [0.12, -0.03, -0.39], [-0.05, -0.20, -0.56], [-0.31, -0.01, 0.20]],
  "mulliken_charge": [0.83, -0.39, 0.75, 0.59, -0.54, -0.69, -0.48, -0.80, -0.23, 0.64, -0.44, -0.66, -0.43, -0.70, -0.16, 0.41, -0.12, -0.65, -0.48, -0.81, -0.21, 0.35, 0.41, 0.41, 0.41, 0.38, 0.50, 0.44, 0.41, 0.42, 0.31, 0.01, 0.41, 0.41, 0.40, 0.54, -0.03, 0.03, -0.98, 0.36, -0.28, -0.08, 0.07, 0.51, -0.84, -0.50, -0.72, -0.54, 0.88, 0.29, 0.37, 0.39, 0.24, 0.39, 0.40, 0.40, 0.38]
}


{
  "formula": "C67H86BN9O7SSi3",
  "method": "the ωB97M-V functional and the def2-TZVPD basis",
  "symbols": ["C", "C", "C", "Si", "C", "C", "C", "C", "O", "O", "O", "Si", "C", "C", "C", "C", "C", "C", "C", "C", "Si", "C", "C", "C", "C", "C", "C", "C", "C", "O", "C", "N", "S", "C", "O", "O", "B", "O", "C", "C", "H", "H", "H", "H", "H", "H", "H", "H", "H", "H", "H", "H", "H", "H", "H", "H", "H", "H", "H", "H", "H", "H", "H", "H", "H", "H", "H", "H", "H", "H", "H", "H", "H", "H", "H", "H", "H", "H", "H", "H", "H", "H", "H", "H", "H", "H", "N", "C", "C", "C", "C", "C", "H", "H", "H", "H", "H", "N", "C", "C", "C", "C", "C", "H", "H", "H", "H", "H", "N", "C", "C", "C", "C", "C", "H", "H", "H", "H", "H", "N", "C", "C", "C", "C", "C", "H", "H", "H", "H", "H", "N", "C", "C", "C", "C", "C", "H", "H", "H", "H", "H", "N", "C", "C", "C", "C", "C", "H", "H", "H", "H", "H", "N", "C", "C", "C", "C", "C", "H", "H", "H", "H", "H", "N", "C", "C", "C", "C", "C", "H", "H", "H", "H", "H"],
  "positions_angstrom": [[5.279, -1.299, 0.063], [4.726, -0.483, -0.646], [3.827, 0.653, -1.260], [3.424, 1.940, 0.093], [5.122, 2.594, 0.742], [4.844, 4.028, 1.420], [5.673, 4.266, 2.750], [5.443, 5.778, 3.208], [6.325, 6.590, 3.343], [4.124, 6.224, 3.448], [2.569, 3.339, -0.463], [1.183, 2.982, -1.365], [0.063, 4.537, -1.253], [0.240, 5.333, 0.124], [-1.171, 5.969, 0.573], [-1.433, 5.825, 2.136], [-2.968, 6.059, 2.520], [-3.845, 4.896, 1.885], [-4.935, 4.270, 2.843], [-6.040, 3.454, 2.045], [-5.355, 2.063, 0.934], [-6.840, 1.111, 0.137], [-4.321, 2.714, -0.564], [-4.266, 0.781, 1.825], [-4.405, -0.662, 1.389], [-3.576, -1.744, 1.973], [-2.569, -1.412, 3.014], [-2.408, -0.002, 3.510], [-3.265, 1.062, 2.887], [0.239, 1.661, -0.766], [-0.520, 2.061, 0.288], [-0.973, 2.433, 1.282], [1.526, 2.634, -3.491], [0.336, 1.300, -3.998], [2.926, 2.328, -3.855], [1.114, 3.855, -4.228], [2.595, 1.004, 1.609], [1.722, -0.098, 1.354], [2.819, 1.346, 3.171], [3.929, 0.357, 3.755], [5.675, -2.064, 0.774], [4.419, 1.058, -2.136], [2.883, 0.150, -1.637], [5.823, 2.674, -0.136], [5.535, 1.928, 1.566], [5.080, 4.882, 0.711], [3.746, 4.045, 1.718], [5.273, 3.646, 3.619], [6.775, 4.069, 2.667], [3.492, 5.556, 3.114], [0.393, 5.238, -2.086], [-1.013, 4.264, -1.465], [0.625, 4.687, 0.964], [0.943, 6.203, -0.060], [-1.210, 7.082, 0.340], [-2.015, 5.442, 0.019], [-0.819, 6.637, 2.643], [-1.097, 4.835, 2.564], [-3.071, 6.143, 3.638], [-3.312, 7.028, 2.035], [-3.128, 4.116, 1.480], [-4.407, 5.309, 0.990], [-4.500, 3.671, 3.700], [-5.465, 5.152, 3.339], [-6.578, 4.183, 1.349], [-6.838, 3.025, 2.715], [-7.360, 0.556, 0.970], [-6.384, 0.365, -0.577], [-7.513, 1.810, -0.435], [-4.610, 2.127, -1.481], [-3.215, 2.646, -0.362], [-4.593, 3.799, -0.769], [-5.144, -0.970, 0.593], [-3.672, -2.808, 1.609], [-1.919, -2.223, 3.433], [-1.650, 0.262, 4.289], [-3.113, 2.107, 3.257], [0.466, 0.994, -5.071], [-0.712, 1.721, -3.861], [0.387, 0.402, -3.307], [1.872, -0.453, 0.458], [3.123, 2.418, 3.365], [1.809, 1.174, 3.670], [4.168, -0.441, 2.986], [3.603, -0.180, 4.696], [4.894, 0.895, 3.988], [5.388, 7.511, 7.901], [5.861, 7.049, 9.065], [6.742, 5.985, 9.172], [7.156, 5.358, 8.007], [6.680, 5.815, 6.789], [5.804, 6.890, 6.790], [5.506, 7.570, 9.949], [7.095, 5.655, 10.141], [7.844, 4.520, 8.047], [6.981, 5.349, 5.860], [5.407, 7.285, 5.861], [-3.437, -5.128, 1.469], [-2.197, -5.378, 1.030], [-1.644, -6.647, 0.965], [-2.415, -7.720, 1.383], [-3.702, -7.486, 1.845], [-4.163, -6.180, 1.866], [-1.632, -4.505, 0.718], [-0.636, -6.790, 0.599], [-2.018, -8.728, 1.349], [-4.333, -8.299, 2.179], [-5.164, -5.946, 2.215], [-1.470, -4.464, -2.546], [-2.742, -4.716, -2.210], [-3.724, -5.075, -3.120], [-3.372, -5.175, -4.457], [-2.062, -4.916, -4.831], [-1.154, -4.569, -3.842], [-2.967, -4.620, -1.155], [-4.737, -5.269, -2.791], [-4.112, -5.451, -5.201], [-1.751, -4.984, -5.866], [-0.117, -4.360, -4.082], [-6.210, -4.695, -6.718], [-7.482, -4.948, -6.384], [-8.463, -5.307, -7.294], [-8.111, -5.408, -8.632], [-6.802, -5.150, -9.005], [-5.895, -4.801, -8.016], [-7.709, -4.853, -5.327], [-9.475, -5.503, -6.966], [-8.849, -5.685, -9.375], [-6.492, -5.218, -10.040], [-4.858, -4.592, -8.259], [-6.989, -6.767, -11.766], [-6.995, -7.966, -11.171], [-7.623, -9.084, -11.695], [-8.290, -8.956, -12.904], [-8.301, -7.724, -13.539], [-7.638, -6.669, -12.933], [-6.463, -8.016, -10.226], [-7.592, -10.031, -11.171], [-8.795, -9.807, -13.346], [-8.811, -7.586, -14.483], [-7.616, -5.686, -13.394], [1.991, -2.942, -4.685], [2.612, -1.765, -4.828], [3.592, -1.519, -5.776], [3.954, -2.551, -6.627], [3.327, -3.781, -6.499], [2.357, -3.923, -5.519], [2.297, -0.989, -4.137], [4.059, -0.545, -5.847], [4.717, -2.399, -7.381], [3.585, -4.610, -7.145], [1.836, -4.865, -5.383], [0.265, -2.116, 5.191], [0.522, -1.174, 6.108], [0.796, -1.444, 7.440], [0.800, -2.767, 7.852], [0.535, -3.761, 6.925], [0.277, -3.385, 5.616], [0.505, -0.153, 5.739], [1.000, -0.640, 8.135], [1.008, -3.020, 8.885], [0.528, -4.805, 7.211], [0.067, -4.129, 4.854], [9.776, 3.447, 6.124], [10.377, 2.302, 6.469], [11.751, 2.120, 6.468], [12.552, 3.183, 6.083], [11.955, 4.380, 5.719], [10.572, 4.460, 5.758], [9.708, 1.498, 6.760], [12.182, 1.171, 6.759], [13.631, 3.081, 6.067], [12.548, 5.231, 5.412], [10.058, 5.376, 5.485]],
  "forces_ev_per_a": [[-0.17, -0.33, 0.45], [-1.35, 1.20, 0.54], [1.25, -1.81, -0.68], [2.55, 0.71, 0.15], [-0.37, 0.92, 0.37], [0.34, -0.47, 0.29], [-1.02, 0.85, 0.72], [0.16, 0.42, -0.15], [-0.77, -1.07, -0.02], [1.17, -1.50, -0.74], [-1.24, -2.50, -1.30], [-0.68, 2.98, 2.20], [0.74, 0.45, -0.33], [-1.02, 0.67, -0.16], [-0.04, -0.50, 0.61], [-0.19, 0.97, 0.29], [0.46, -0.18, -1.01], [-0.13, -0.08, 0.10], [-0.57, 0.80, 0.22], [0.15, 0.55, -0.04], [-0.04, -0.38, -0.73], [0.58, -0.09, 0.26], [-0.23, 0.71, -0.20], [1.46, -2.90, 1.26], [1.69, 0.30, 1.69], [0.51, 2.56, 0.66], [-1.24, 2.13, -0.58], [-2.31, -0.97, -2.76], [0.18, -2.25, -0.19], [-0.95, 1.05, 1.39], [2.02, -0.82, -1.21], [-0.18, -0.10, -0.51], [1.22, 0.66, -4.59], [-0.89, -0.31, 0.75], [-1.50, -0.85, 1.39], [-0.52, -1.37, 1.76], [-2.04, -1.61, 1.20], [1.80, 1.20, 0.04], [-0.37, 0.05, 0.19], [0.15, -0.32, -0.14], [-0.43, 1.21, -1.35], [-1.06, -0.23, 0.85], [1.06, 0.48, 0.08], [-0.36, -0.08, 1.11], [-0.41, 0.52, -1.30], [-0.55, -1.09, 0.73], [1.19, 0.35, -0.50], [0.44, 0.46, -1.20], [-1.11, 0.41, -0.09], [0.40, 0.38, 0.35], [-0.51, -0.99, 0.82], [1.09, 0.22, 0.29], [-0.33, 0.67, -0.93], [-0.53, -1.27, 0.35], [-0.01, -1.42, 0.05], [1.04, 0.72, 0.59], [-0.59, -0.99, -0.43], [-0.35, 0.90, -0.71], [-0.01, -0.17, -1.11], [0.46, -0.94, 0.86], [-0.93, 0.63, 0.54], [0.67, -0.47, 0.95], [-0.35, 0.58, -1.13], [0.64, -1.03, -0.49], [0.62, -0.84, 0.79], [0.87, 0.43, -0.48], [0.18, 0.56, -1.07], [-0.69, 0.72, 0.65], [0.52, -0.81, 0.69], [0.48, 0.46, 0.87], [-1.12, 0.05, -0.31], [0.43, -1.25, 0.15], [0.92, 0.57, 1.05], [0.05, 1.38, 0.54], [-0.70, 0.95, -0.42], [-0.86, -0.36, -0.88], [-0.20, -1.11, -0.52], [0.26, 0.53, 1.08], [1.36, -0.27, -0.21], [0.28, 1.01, -0.82], [-0.39, 0.22, 0.46], [-0.37, -1.11, -0.19], [1.27, 0.18, -0.44], [-0.18, 0.77, 0.93], [0.24, 0.70, -1.09], [-1.05, -0.50, -0.29], [0.31, -0.39, 0.08], [-0.20, 0.22, -0.28], [-0.03, 0.02, -0.08], [0.13, -0.18, 0.07], [0.01, -0.04, 0.06], [-0.27, 0.34, 0.15], [0.04, -0.04, 0.02], [-0.03, 0.03, -0.02], [-0.01, 0.04, -0.06], [0.02, 0.05, 0.02], [0.07, -0.07, -0.02], [0.19, -0.55, -0.04], [-0.24, 0.26, 0.23], [-0.04, -0.10, 0.06], [0.03, -0.08, 0.00], [0.09, 0.01, -0.04], [0.03, 0.36, -0.07], [0.07, -0.07, -0.03], [-0.04, 0.05, -0.01], [-0.02, 0.05, 0.00], [0.00, 0.05, -0.01], [0.02, -0.06, 0.01], [-0.32, -0.14, -0.23], [0.34, 0.14, 0.00], [0.10, 0.01, -0.10], [-0.11, -0.11, -0.18], [-0.12, -0.01, 0.17], [0.15, 0.03, 0.30], [-0.15, 0.00, -0.10], [0.04, 0.02, 0.01], [-0.01, 0.09, 0.04], [0.01, 0.01, 0.04], [-0.05, 0.07, -0.02], [-0.30, -0.18, -0.30], [0.38, 0.10, 0.07], [0.04, 0.00, -0.07], [-0.09, -0.03, -0.05], [0.07, 0.11, 0.03], [-0.03, 0.06, 0.45], [-0.06, -0.02, -0.03], [0.04, 0.02, 0.02], [0.05, 0.01, 0.01], [-0.04, -0.05, 0.04], [-0.04, 0.00, -0.06], [-0.28, -0.45, -0.32], [0.11, 0.38, -0.02], [-0.03, 0.03, -0.07], [-0.06, -0.09, -0.05], [0.01, -0.06, 0.05], [0.22, 0.15, 0.29], [-0.03, -0.05, 0.00], [0.02, 0.05, 0.00], [0.02, 0.04, 0.02], [0.03, 0.03, 0.04], [-0.04, -0.05, -0.04], [0.34, 0.08, -0.37], [-0.26, -0.31, 0.16], [0.04, 0.00, -0.03], [0.07, 0.00, -0.08], [0.02, 0.07, 0.01], [-0.20, 0.19, 0.30], [0.09, 0.05, -0.05], [-0.05, -0.02, 0.05], [-0.04, 0.00, 0.04], [-0.03, 0.01, 0.04], [0.06, -0.02, -0.06], [0.10, -0.12, 0.55], [-0.09, -0.16, -0.41], [0.01, -0.03, 0.00], [0.03, -0.05, 0.14], [0.02, 0.06, 0.02], [-0.04, 0.31, -0.31], [0.02, 0.02, 0.07], [-0.02, -0.01, -0.05], [-0.01, 0.01, -0.05], [-0.01, 0.03, -0.04], [0.00, -0.03, 0.06], [0.46, -0.05, 0.01], [-0.31, 0.25, -0.07], [0.02, 0.06, -0.03], [0.12, 0.00, 0.00], [0.03, -0.10, 0.03], [-0.38, -0.13, 0.06], [0.07, -0.03, 0.01], [-0.04, 0.02, -0.01], [-0.05, 0.00, 0.00], [-0.05, -0.01, 0.01], [0.07, 0.01, -0.01]],
  "mulliken_charge": [-0.10, -0.72, 0.06, 0.31, -0.72, -0.02, -0.41, 0.39, -0.54, -0.45, -0.57, 0.03, -1.10, -0.04, -0.62, -0.57, -1.00, 0.71, -0.93, -0.62, -0.05, -1.06, -0.52, 0.75, -0.46, -0.39, -0.30, -0.68, 0.36, -0.45, 0.53, -0.19, 1.15, -0.99, -0.63, -0.72, 0.22, -0.50, 0.32, -0.95, 0.37, 0.42, 0.07, 0.61, 0.35, 0.43, -0.24, 0.15, 0.35, 0.32, 0.59, 0.43, -0.17, 0.53, 0.40, 0.12, 0.44, 0.22, 0.39, 0.28, -0.50, 0.34, 0.21, 0.44, 0.37, 0.38, 0.28, 0.27, 0.32, 0.46, -0.30, 0.29, 0.07, 0.51, 0.27, 0.22, -0.16, 0.44, 0.36, 0.24, 0.24, 0.01, 0.08, 0.18, 0.27, 0.25, -0.55, -0.30, -0.35, -0.40, -0.23, -0.28, 0.34, 0.37, 0.44, 0.45, 0.46, -0.18, -0.36, -0.86, -0.10, -0.58, -0.36, 0.72, 0.41, 0.39, 0.39, 0.40, -0.36, -0.09, -0.78, -0.06, -0.30, -0.17, 0.44, 0.40, 0.29, 0.39, 0.24, -0.39, -0.18, -0.52, -0.13, -0.40, -0.30, 0.35, 0.36, 0.41, 0.46, 0.37, -0.34, -0.12, -0.58, -0.10, -0.51, -0.20, 0.40, 0.35, 0.37, 0.35, 0.38, -0.35, -0.46, -0.66, -0.20, -0.59, -0.11, 0.78, 0.40, 0.39, 0.36, 0.40, -0.13, 0.02, -0.86, -0.11, -0.59, -0.19, 0.39, 0.37, 0.37, 0.38, 0.40, -0.30, -0.23, -0.45, -0.15, -0.67, 0.02, 0.35, 0.35, 0.36, 0.36, 0.37]
}


LUMO / eV: -8.38; -0.08
Orbital gap / eV: 6.02; 8.13